(1)
4 unconnected molecules or ions with the total composition C21H46BClIO8S4, computed with ωB97M-V/def2-TZVPD.

Geometry (Å):
C 4.98 -2.46 3.13
C 3.77 -1.43 2.77
O 3.64 -1.48 1.33
C 3.01 -0.30 0.79
C 1.41 -0.33 0.77
C 0.75 -1.46 -0.14
I 2.01 -2.69 -1.44
O -0.11 -2.13 0.82
B -1.24 -2.88 0.16
C -0.81 -4.44 0.43
C -0.65 -4.59 2.05
C -1.06 -6.10 2.49
Cl -1.39 -6.25 4.29
C -2.78 -2.46 0.55
C -3.77 -3.70 0.83
C -5.20 -3.23 1.42
C -5.08 -2.44 2.81
O -4.02 -2.38 3.48
O -6.22 -1.77 3.39
C -6.52 -0.55 2.65
C -5.43 0.56 3.15
O -1.11 -2.34 -1.24
C -0.46 -1.04 -1.19
S -1.47 0.46 -0.76
H 5.75 -2.34 2.28
H 4.60 -3.54 3.04
H 5.47 -2.22 4.13
H 2.82 -1.89 3.22
H 4.00 -0.40 3.19
H 3.38 -0.03 -0.27
H 3.31 0.61 1.44
H 1.07 0.73 0.45
H 1.00 -0.44 1.85
H -1.56 -5.22 0.06
H 0.22 -4.72 0.00
H -1.47 -3.92 2.50
H 0.38 -4.28 2.42
H -0.17 -6.77 2.25
H -2.00 -6.40 1.89
H -3.24 -1.91 -0.36
H -2.74 -1.70 1.39
H -4.01 -4.20 -0.18
H -3.36 -4.47 1.57
H -5.79 -2.61 0.66
H -5.79 -4.20 1.66
H -6.42 -0.74 1.52
H -7.57 -0.23 2.93
H -6.03 1.42 3.62
H -4.73 0.15 3.94
H -4.82 0.90 2.24
H 0.14 -0.78 -2.14
H -2.82 0.17 -0.71
C -2.23 5.73 -1.80
S -1.70 4.08 -1.29
O -2.91 3.36 -0.80
C -0.77 4.62 0.15
H -2.86 5.63 -2.68
H -2.79 6.21 -1.00
H -1.35 6.33 -2.06
H -1.42 5.17 0.84
H 0.06 5.25 -0.16
H -0.37 3.74 0.66
C -0.03 8.52 -5.68
S -0.44 6.93 -4.92
O 0.76 6.48 -4.15
C -0.47 5.99 -6.47
H 0.07 9.26 -4.89
H 0.90 8.44 -6.23
H -0.84 8.82 -6.35
H 0.49 6.07 -6.97
H -1.26 6.38 -7.11
H -0.67 4.95 -6.23
C 6.82 -1.86 -0.88
S 7.28 -0.29 -0.11
O 6.20 0.69 -0.43
C 8.66 0.06 -1.21
H 5.94 -2.25 -0.37
H 6.59 -1.71 -1.93
H 7.64 -2.57 -0.77
H 8.32 0.09 -2.25
H 9.43 -0.71 -1.09
H 9.09 1.03 -0.94

Its total charge is -1. For the total energy, the calculation gives -3805.02255 Eh.


(2)
3 unconnected molecules or ions with the total composition C21H46ClN3O5, computed with ωB97M-V/def2-TZVPD.

Geometry (Å):
C 2.76 2.08 -2.51
C 2.61 0.65 -1.98
C 1.21 0.39 -1.47
O 1.00 0.87 -0.14
C 0.24 1.98 -0.01
O -0.95 1.56 0.74
C -0.52 1.46 2.02
O -0.92 0.67 2.85
O 0.47 2.41 2.24
C 0.73 3.01 1.01
Cl -0.54 4.38 0.85
C 2.02 3.79 0.88
C 3.32 3.05 1.26
O 3.27 1.66 1.05
C 3.76 3.40 2.69
N 4.87 2.62 3.20
H 2.99 2.76 -1.70
H 1.84 2.43 -2.96
H 3.57 2.14 -3.22
H 3.37 0.44 -1.25
H 2.76 -0.02 -2.82
H 0.50 0.83 -2.17
H 1.03 -0.68 -1.44
H -0.09 2.46 -0.92
H 2.06 4.12 -0.15
H 1.95 4.65 1.52
H 4.11 3.41 0.59
H 2.83 1.26 1.80
H 2.91 3.29 3.37
H 4.05 4.45 2.68
H 5.57 2.52 2.48
H 4.57 1.68 3.41
C 4.42 -6.49 -2.36
C 4.03 -5.36 -1.43
N 3.63 -4.15 -2.13
C 3.51 -3.00 -1.26
C 2.43 -3.00 -0.17
C 2.58 -4.31 -3.12
C 1.23 -4.87 -2.64
H 5.22 -6.18 -3.04
H 4.79 -7.34 -1.78
H 3.58 -6.85 -2.96
H 4.89 -5.11 -0.81
H 3.25 -5.72 -0.74
H 3.38 -2.11 -1.88
H 4.48 -2.86 -0.77
H 1.44 -2.83 -0.58
H 2.63 -2.19 0.53
H 2.41 -3.93 0.40
H 2.96 -4.96 -3.91
H 2.42 -3.34 -3.60
H 1.35 -5.71 -1.97
H 0.65 -5.22 -3.51
H 0.62 -4.11 -2.14
C -8.37 2.06 1.87
C -7.04 1.41 2.24
N -6.45 0.66 1.15
C -5.33 -0.16 1.56
C -4.07 0.54 2.08
C -6.27 1.39 -0.09
C -5.40 2.66 -0.07
H -9.08 1.31 1.51
H -8.80 2.53 2.75
H -8.26 2.83 1.11
H -7.21 0.72 3.06
H -6.37 2.20 2.63
H -5.05 -0.81 0.73
H -5.69 -0.84 2.34
H -3.49 0.98 1.27
H -3.41 -0.19 2.57
H -4.30 1.31 2.81
H -7.26 1.66 -0.47
H -5.87 0.70 -0.84
H -5.62 3.29 0.80
H -5.60 3.26 -0.96
H -4.34 2.43 -0.06

Its total charge is 0. As for the SMILES: CCCO[C@H]1OC(=O)O[C@@]1(Cl)C[C@H](O)CN.CCN(CC)CC.CCN(CC)CC. For the total energy, the calculation gives -1828.36549 Eh.


(3)
5 unconnected molecules or ions with the total composition C21H46FO14PS, computed with ωB97M-V/def2-TZVPD.

Geometry (Å):
C -2.63 1.18 -1.57
C -3.80 1.54 -2.49
C -3.49 2.57 -3.58
C -2.58 2.05 -4.73
C -1.24 2.78 -4.98
P -0.33 3.43 -3.53
S 0.92 4.32 -1.68
O 2.23 3.71 -1.61
O 0.81 5.76 -1.62
F 0.19 3.82 -0.31
H -1.85 0.62 -2.09
H -2.96 0.55 -0.75
H -2.17 2.07 -1.13
H -4.16 0.62 -2.98
H -4.63 1.90 -1.88
H -4.44 2.89 -4.01
H -3.08 3.48 -3.13
H -3.14 2.09 -5.66
H -2.37 0.99 -4.56
H -1.38 3.62 -5.67
H -0.54 2.09 -5.48
H -0.38 2.29 -2.74
H 0.91 3.68 -4.14
H -1.10 4.57 -3.25
C -0.67 -3.02 2.81
C 0.28 -2.14 3.57
O 1.23 -1.51 2.69
C 0.79 -0.43 2.04
O -0.31 0.05 2.15
O 1.76 0.02 1.26
C 1.39 1.15 0.46
H -0.11 -3.76 2.22
H -1.31 -3.57 3.50
H -1.30 -2.44 2.14
H 0.90 -2.71 4.26
H -0.25 -1.36 4.13
H 0.96 1.94 1.07
H 0.66 0.84 -0.29
H 2.30 1.49 -0.02
C -3.39 0.87 3.02
C -4.66 1.59 2.63
O -5.79 0.70 2.62
C -6.33 0.45 3.81
O -5.99 0.91 4.86
O -7.33 -0.43 3.64
C -8.00 -0.79 4.85
H -3.22 0.00 2.38
H -2.53 1.53 2.91
H -3.44 0.54 4.06
H -4.61 1.96 1.61
H -4.87 2.42 3.30
H -8.36 0.10 5.37
H -7.34 -1.35 5.51
H -8.84 -1.41 4.54
C -0.60 -9.47 1.71
C 0.89 -9.52 2.00
O 1.64 -8.71 1.06
C 1.65 -7.41 1.32
O 1.12 -6.86 2.26
O 2.35 -6.80 0.37
C 2.41 -5.37 0.50
H -0.79 -9.76 0.68
H -1.12 -10.16 2.37
H -0.99 -8.46 1.87
H 1.29 -10.52 1.86
H 1.11 -9.18 3.01
H 2.75 -5.09 1.49
H 1.43 -4.94 0.32
H 3.11 -5.04 -0.25
C 6.02 5.75 -0.69
C 5.30 4.84 -1.65
O 6.07 4.62 -2.85
C 7.04 3.72 -2.75
O 7.32 3.07 -1.78
O 7.68 3.67 -3.93
C 8.77 2.73 -3.96
H 6.28 6.69 -1.17
H 5.37 5.96 0.16
H 6.93 5.27 -0.31
H 4.37 5.28 -2.01
H 5.06 3.87 -1.21
H 8.44 1.74 -3.66
H 9.57 3.06 -3.30
H 9.11 2.73 -4.99

Its total charge is 0. As for the SMILES: CCCCC[PH3]S(=O)(=O)F.CCOC(=O)OC.CCOC(=O)OC.CCOC(=O)OC.CCOC(=O)OC. For the total energy, the calculation gives -2720.51027 Eh.


(4)
3 unconnected molecules or ions with the total composition C21H46N2O10S, computed with ωB97M-V/def2-TZVPD.

Geometry (Å):
C 1.36 -6.62 -2.84
C 0.51 -6.46 -1.60
C -0.27 -5.03 -1.32
O -0.30 -4.58 -0.04
O -0.93 -4.21 -2.38
C -2.29 -4.73 -2.63
C -3.47 -3.59 -2.63
C -3.00 -2.11 -3.18
C -2.24 -2.12 -4.63
C -0.72 -1.49 -4.62
C -0.59 -0.07 -3.76
O 0.20 -0.40 -2.56
S -0.18 0.59 -1.23
O 0.35 -0.22 0.02
O -1.87 0.71 -0.96
O -2.09 1.96 -0.63
H 1.13 -5.87 -3.72
H 2.22 -7.44 -2.89
H 0.45 -7.36 -0.82
H -2.52 -5.46 -1.72
H -2.32 -5.32 -3.66
H -3.92 -3.55 -1.53
H -4.34 -4.01 -3.32
H -4.01 -1.49 -3.34
H -2.42 -1.59 -2.31
H -2.86 -1.53 -5.44
H -2.13 -3.24 -5.02
H -0.27 -1.32 -5.71
H -0.02 -2.30 -4.11
H -0.08 0.70 -4.48
H -1.67 0.32 -3.54
H -2.68 2.41 -1.32
C -3.85 1.67 4.14
O -3.74 0.40 3.50
C -2.61 0.32 2.61
C -1.58 -0.68 3.15
N -0.91 -0.16 4.35
C -0.10 -1.15 5.05
C -0.83 -2.35 5.68
O -1.68 -2.00 6.77
C -3.00 -1.62 6.39
H -4.79 1.68 4.70
H -3.03 1.82 4.84
H -3.87 2.47 3.40
H -2.16 1.31 2.43
H -3.00 -0.05 1.66
H -0.83 -0.87 2.38
H -2.10 -1.62 3.37
H -1.62 0.18 5.00
H 0.43 -0.62 5.85
H 0.68 -1.52 4.36
H -0.07 -3.01 6.10
H -1.37 -2.96 4.94
H -3.34 -2.13 5.49
H -3.05 -0.54 6.25
H -3.68 -1.87 7.21
C 6.29 4.71 -2.18
O 5.85 3.59 -1.41
C 5.79 3.87 -0.01
C 4.34 3.85 0.48
N 3.59 5.00 -0.04
C 2.14 4.91 0.19
C 1.39 3.78 -0.54
O 1.36 3.93 -1.96
C 2.48 3.38 -2.63
H 6.42 4.38 -3.21
H 5.55 5.50 -2.16
H 7.25 5.08 -1.81
H 6.29 4.81 0.25
H 6.34 3.06 0.49
H 4.32 3.87 1.57
H 3.89 2.91 0.14
H 3.75 5.08 -1.04
H 1.72 5.87 -0.14
H 1.96 4.84 1.27
H 0.34 3.84 -0.21
H 1.74 2.79 -0.25
H 2.88 2.50 -2.12
H 3.25 4.13 -2.76
H 2.15 3.07 -3.63

Its total charge is 0. For the total energy, the calculation gives -2087.31604 Eh.


(5)
5 unconnected molecules or ions with the total composition C21H46NO5P, computed with ωB97M-V/def2-TZVPD.

Geometry (Å):
C 1.77 2.19 -0.05
N 2.94 1.69 -0.86
C 2.55 1.26 -2.26
P 4.17 0.49 -3.04
C 5.55 1.80 -3.19
C 6.09 2.41 -1.76
C 5.39 3.87 -1.36
O 6.06 1.43 -0.66
H 1.86 3.35 0.20
H 1.81 1.63 1.00
H 0.75 1.98 -0.63
H 3.47 0.92 -0.39
H 1.73 0.41 -2.20
H 2.19 2.17 -2.92
H 4.54 -0.53 -2.05
H 5.17 2.71 -3.83
H 6.51 1.32 -3.72
H 7.24 2.67 -1.93
H 4.54 3.77 -0.56
H 6.21 4.59 -0.89
H 4.93 4.38 -2.33
H 5.75 1.86 0.21
C 0.41 -2.78 2.88
C 1.86 -2.76 2.44
C 1.87 -1.65 1.41
O 0.86 -0.71 1.80
C 0.06 -1.31 2.83
H 0.26 -3.23 3.86
H -0.19 -3.33 2.14
H 2.50 -2.49 3.29
H 2.21 -3.72 2.04
H 1.61 -2.03 0.42
H 2.84 -1.15 1.35
H 0.30 -0.81 3.78
H -1.00 -1.14 2.62
C -2.83 1.24 0.74
C -3.94 2.12 0.24
C -3.50 2.41 -1.18
O -2.76 1.27 -1.63
C -2.48 0.44 -0.49
H -3.11 0.62 1.59
H -1.97 1.86 1.04
H -4.88 1.56 0.23
H -4.09 3.03 0.83
H -2.84 3.28 -1.22
H -4.35 2.58 -1.85
H -3.11 -0.46 -0.57
H -1.43 0.13 -0.51
C -7.99 3.63 -2.91
C -7.11 4.22 -3.97
C -6.81 5.60 -3.41
O -6.83 5.47 -1.98
C -7.39 4.19 -1.64
H -8.02 2.54 -2.92
H -9.02 4.00 -3.03
H -6.18 3.64 -4.05
H -7.57 4.26 -4.96
H -7.58 6.32 -3.69
H -5.84 5.98 -3.73
H -6.57 3.56 -1.28
H -8.13 4.31 -0.84
C 1.80 -8.16 3.85
C 3.24 -8.14 3.42
C 3.25 -7.03 2.39
O 2.24 -6.09 2.78
C 1.44 -6.69 3.81
H 1.64 -8.61 4.84
H 1.20 -8.71 3.12
H 3.88 -7.87 4.27
H 3.59 -9.10 3.02
H 2.99 -7.41 1.40
H 4.22 -6.53 2.33
H 1.69 -6.19 4.75
H 0.38 -6.52 3.60

Its total charge is 0. As for the SMILES: CNCPC[C@@H](C)O.C1CCOC1.C1CCOC1.C1CCOC1.C1CCOC1. For the total energy, the calculation gives -1599.84285 Eh.


(6)
A molecular structure, C21H47AlO6P, computed with ωB97M-V/def2-TZVPD.

Geometry (Å):
C 8.19 -3.49 -2.17
P 6.82 -4.63 -1.52
O 6.99 -6.17 -2.26
Al 4.82 -3.61 -2.31
H 9.18 -3.95 -2.13
H 7.94 -3.23 -3.20
H 8.10 -2.57 -1.59
H 6.86 -6.05 -3.20
H 5.16 -2.25 -3.12
H 4.10 -4.64 -3.31
H 3.94 -3.17 -1.06
C -0.67 -1.76 -0.68
C 0.34 -0.72 -1.11
C 1.57 -1.12 -0.31
O 1.50 -2.54 -0.15
C 0.21 -3.00 -0.53
H -1.49 -1.91 -1.38
H -1.09 -1.49 0.29
H 0.55 -0.82 -2.18
H 0.03 0.31 -0.92
H 1.57 -0.66 0.68
H 2.51 -0.87 -0.82
H 0.31 -3.53 -1.49
H -0.16 -3.70 0.22
C -4.25 1.33 0.55
C -3.24 2.38 0.11
C -2.01 1.98 0.91
O -2.08 0.56 1.09
C -3.38 0.10 0.70
H -5.07 1.19 -0.15
H -4.68 1.61 1.52
H -3.04 2.28 -0.96
H -3.56 3.41 0.30
H -2.02 2.45 1.91
H -1.08 2.24 0.41
H -3.28 -0.43 -0.25
H -3.75 -0.60 1.45
C -7.84 -1.18 3.43
C -9.00 -0.21 3.28
C -8.29 1.07 2.89
O -7.12 0.69 2.17
C -6.91 -0.72 2.32
H -8.13 -2.23 3.33
H -7.37 -1.04 4.40
H -9.66 -0.54 2.46
H -9.61 -0.11 4.18
H -7.98 1.64 3.78
H -8.90 1.72 2.26
H -7.16 -1.21 1.37
H -5.86 -0.91 2.54
C 7.41 0.49 -6.30
C 6.10 -0.26 -6.47
C 6.43 -1.63 -5.90
O 7.42 -1.41 -4.89
C 7.90 -0.07 -4.98
H 7.30 1.57 -6.29
H 8.10 0.22 -7.10
H 5.31 0.21 -5.87
H 5.75 -0.31 -7.51
H 6.87 -2.28 -6.66
H 5.57 -2.13 -5.47
H 7.50 0.50 -4.13
H 8.99 -0.08 -4.90
C -1.12 4.04 5.82
C -2.51 3.63 5.38
C -2.84 4.70 4.35
O -1.60 5.08 3.74
C -0.52 4.54 4.51
H -0.54 3.23 6.26
H -1.18 4.86 6.54
H -2.49 2.65 4.91
H -3.24 3.60 6.20
H -3.28 5.59 4.81
H -3.53 4.33 3.58
H -0.07 3.72 3.94
H 0.24 5.31 4.66

Its total charge is -1. For the total energy, the calculation gives -1863.49193 Eh.


Number 1: molar mass 728.03 g mol⁻¹, frontier orbital gap 0.23224 hartree. Number 2: molar mass 456.07 g mol⁻¹, frontier orbital gap 0.30804 hartree. Number 3: molar mass 604.62 g mol⁻¹, frontier orbital gap 0.35304 hartree. Number 4: molar mass 518.67 g mol⁻¹, frontier orbital gap 0.28837 hartree. Number 5: molar mass 423.58 g mol⁻¹, frontier orbital gap 0.31659 hartree. Number 6: molar mass 453.56 g mol⁻¹, frontier orbital gap 0.17367 hartree.